(1)
A cluster of 4 separate species, C17H25BBr8O6 in total in a non-equilibrium geometry. Source: the Open Molecules 2025 dataset; level of theory: wB97M-V/def2-TZVPD.

Computed properties:
orbital gap: 6.7 eV
E: -21730.9117 hartree

```
! RIJCOSX wB97M-V def2-TZVPD def2/J DEFGRID3
* xyz 0 1
O 1.144 2.294 5.410
C 0.561 1.741 4.422
C 0.503 2.474 3.016
C -0.153 1.980 1.874
C -0.245 2.654 0.452
C -1.223 4.062 0.584
C -2.787 3.757 1.155
O -1.579 4.467 1.979
C -0.853 0.524 2.025
O -1.391 -0.047 1.029
C -0.831 -0.229 3.427
O -1.451 -1.521 3.598
B -0.300 -2.415 3.696
O 0.364 -2.711 4.960
O 0.278 -3.067 2.530
C -0.173 0.348 4.552
H 1.011 3.500 2.928
H -0.861 2.067 -0.307
H 0.760 3.006 0.058
H -1.097 4.895 -0.264
H -3.129 3.479 2.195
H -2.574 2.631 0.890
H 1.215 -2.211 4.897
H 1.256 -3.018 2.669
H -0.147 -0.164 5.577
Br 1.579 -0.312 -1.536
C 0.529 -1.943 -1.346
C 0.178 -2.528 -2.691
Br -1.272 -1.536 -3.535
H -0.343 -1.692 -0.742
H 1.167 -2.628 -0.785
H -0.200 -3.545 -2.581
H 1.012 -2.529 -3.392
Br 2.750 -1.701 -5.659
C 1.190 -2.148 -6.738
C 1.019 -1.178 -7.881
Br 0.271 0.514 -7.265
H 0.335 -2.176 -6.064
H 1.384 -3.154 -7.114
H 0.297 -1.560 -8.604
H 1.952 -0.946 -8.393
Br -2.054 -5.303 -9.037
C -3.120 -4.661 -7.537
C -2.342 -3.684 -6.691
Br -1.054 -4.603 -5.554
H -3.453 -5.539 -6.984
H -3.984 -4.173 -7.990
H -3.004 -3.158 -6.002
H -1.784 -2.955 -7.279
Br 1.221 5.244 10.031
C 2.847 4.579 9.187
C 2.600 4.198 7.747
Br 1.676 2.487 7.611
H 3.206 3.751 9.796
H 3.557 5.406 9.249
H 3.545 4.051 7.222
H 1.997 4.927 7.206
*
```


(2)
The molecule C17H25ClN2O2S in a non-equilibrium geometry. Source: the Open Molecules 2025 dataset; level of theory: wB97M-V/def2-TZVPD.

Computed properties:
structure (SMILES): O=S(=O)(c1ccc(Cl)cc1)N1CCC(N2CCCCCC2)CC1
orbital gap: 8.8 eV
E: -1781.1475 hartree

```
! RIJCOSX wB97M-V def2-TZVPD def2/J DEFGRID3
* xyz 0 1
O -4.434 0.563 -1.440
S -3.819 0.502 -0.148
O -4.618 0.699 1.025
C -2.486 1.714 -0.115
C -2.067 2.229 1.098
C -0.976 3.080 1.142
C -0.321 3.402 -0.039
Cl 1.062 4.430 0.012
C -0.765 2.917 -1.262
C -1.858 2.067 -1.294
N -3.130 -1.000 -0.013
C -2.404 -1.523 -1.141
C -0.912 -1.195 -1.078
C -0.276 -1.630 0.254
N 1.106 -1.160 0.254
C 1.966 -1.876 -0.675
C 2.564 -0.904 -1.696
C 3.635 0.005 -1.097
C 3.197 0.703 0.189
C 3.112 -0.256 1.379
C 1.734 -0.914 1.534
C -1.101 -1.041 1.403
C -2.585 -1.391 1.260
H -2.609 1.963 1.992
H -0.631 3.487 2.079
H -0.256 3.196 -2.171
H -2.240 1.679 -2.225
H -2.863 -1.102 -2.036
H -2.545 -2.611 -1.155
H -0.759 -0.121 -1.180
H -0.414 -1.686 -1.914
H -0.323 -2.735 0.332
H 2.770 -2.397 -0.143
H 1.392 -2.641 -1.205
H 1.753 -0.290 -2.091
H 2.998 -1.469 -2.524
H 4.534 -0.582 -0.890
H 3.904 0.760 -1.840
H 3.927 1.483 0.418
H 2.228 1.181 0.038
H 3.890 -1.015 1.278
H 3.319 0.287 2.304
H 1.842 -1.837 2.135
H 1.101 -0.221 2.090
H -0.984 0.043 1.401
H -0.754 -1.432 2.360
H -3.179 -0.888 2.025
H -2.723 -2.473 1.366
*
```


(3)
The molecule C17H25ClN2O3. Source: the Open Molecules 2025 dataset; level of theory: wB97M-V/def2-TZVPD.

Computed properties:
structure (SMILES): Cc1cc(O[C@H](C)C(=O)NCCCN2CCOCC2)ccc1Cl
orbital gap: 9.3 eV
E: -1458.2241 hartree

```
! RIJCOSX wB97M-V def2-TZVPD def2/J DEFGRID3
* xyz 0 1
C -4.335 -2.084 -0.338
C -3.887 -0.681 -0.081
C -2.550 -0.335 -0.176
C -2.100 0.963 0.068
O -0.746 1.159 -0.026
C -0.264 2.494 -0.026
C -0.563 3.193 -1.357
C 1.254 2.569 0.186
O 1.751 3.635 0.496
N 1.961 1.461 -0.066
C 3.405 1.464 0.011
C 3.954 0.361 0.915
C 3.794 -1.023 0.284
N 2.388 -1.354 0.117
C 1.800 -1.941 1.310
C 0.288 -2.024 1.114
O -0.048 -2.780 -0.030
C 0.580 -2.270 -1.184
C 2.099 -2.210 -1.019
C -3.032 1.939 0.405
C -4.374 1.611 0.497
C -4.796 0.318 0.257
Cl -6.484 -0.054 0.378
H -3.482 -2.732 -0.515
H -4.994 -2.116 -1.205
H -4.898 -2.460 0.515
H -1.841 -1.099 -0.444
H -0.706 3.062 0.803
H -0.099 2.639 -2.170
H -0.154 4.199 -1.333
H -1.635 3.242 -1.536
H 1.520 0.561 -0.215
H 3.692 2.448 0.392
H 3.819 1.347 -0.998
H 5.015 0.545 1.087
H 3.444 0.400 1.878
H 4.264 -1.013 -0.703
H 4.317 -1.777 0.895
H 2.015 -1.307 2.171
H 2.208 -2.949 1.501
H -0.189 -2.526 1.957
H -0.109 -1.003 1.023
H 0.302 -2.937 -2.002
H 0.212 -1.254 -1.398
H 2.544 -1.781 -1.919
H 2.494 -3.231 -0.878
H -2.744 2.958 0.604
H -5.093 2.372 0.757
*
```